1.
DFT (ωB97M-V with the def2-TZVPD basis set) results for a 7-piece molecular cluster, C33H69IO20S6 overall at a distorted geometry.

Properties
Kohn-Sham gap	7.72	eV
structure (SMILES)	CCCCCC1=C(CCC)C(=O)C(I)=C(C)C1=O.CCOS(C)(=O)=O.CCOS(C)(=O)=O.CCOS(C)(=O)=O.CCOS(C)(=O)=O.CCOS(C)(=O)=O.CCOS(C)(=O)=O

CARTESIAN COORDINATES (ANGSTROEM)
1 C 8.80067 2.55835 2.94372
2 C 8.34088 2.82544 1.39290
3 C 7.51098 4.21517 1.14135
4 C 6.41353 4.59530 2.29844
5 C 4.91019 3.92113 2.00979
6 C 3.79008 4.37848 3.13540
7 C 2.39661 3.78488 3.03476
8 C 2.06918 2.72487 1.82618
9 C 0.56141 2.06296 1.88205
10 C 0.48616 0.76570 2.89374
11 C 1.28238 4.30958 4.15645
12 O 0.37026 3.52593 4.74396
13 C 1.39293 5.93382 4.52844
14 I -0.43066 7.16270 4.81333
15 C 2.78392 6.51796 4.65259
16 C 3.05638 8.11136 5.06603
17 C 4.05067 5.46452 4.35997
18 O 5.14779 5.56753 5.09364
19 H 8.92392 3.53038 3.59713
20 H 9.75605 1.87632 3.04834
21 H 7.91057 1.94645 3.45290
22 H 7.80717 1.85299 1.00372
23 H 9.34646 2.91643 0.75732
24 H 6.88748 4.05068 0.13631
25 H 8.25532 5.11126 0.88182
26 H 6.77549 4.41996 3.40269
27 H 6.22798 5.76945 2.20771
28 H 4.95574 2.76763 1.81526
29 H 4.55685 4.42169 0.98672
30 H 2.16022 3.28896 0.77907
31 H 2.91572 1.89271 1.81031
32 H -0.16751 2.92470 2.22042
33 H 0.29492 1.72983 0.79053
34 H 1.53445 0.49510 3.39298
35 H -0.21219 1.07810 3.80878
36 H -0.00083 -0.15272 2.34596
37 H 2.35989 8.48261 5.93848
38 H 2.87739 8.72662 4.07949
39 H 4.21373 8.18793 5.34910
40 C -1.20788 -5.76634 1.05792
41 C -1.14481 -4.79384 -0.10497
42 O -2.29043 -3.95500 -0.14436
43 S -2.39461 -2.72334 0.91890
44 C -3.75658 -1.88083 0.15527
45 O -1.21203 -1.89616 0.79737
46 O -2.83956 -3.24563 2.19258
47 H -1.13854 -5.24109 2.01495
48 H -0.38470 -6.48453 1.00776
49 H -2.15746 -6.31119 1.05641
50 H -0.22740 -4.19679 -0.07348
51 H -1.12972 -5.35982 -1.04272
52 H -3.44599 -1.51915 -0.82622
53 H -4.03360 -1.04014 0.79494
54 H -4.59662 -2.57275 0.06864
55 C -4.02482 -2.18717 -6.70258
56 C -4.64612 -3.51035 -6.29614
57 O -3.85356 -4.18133 -5.32697
58 S -3.89283 -3.65485 -3.78437
59 C -3.06636 -5.04312 -3.05119
60 O -5.26708 -3.64036 -3.32750
61 O -3.03143 -2.49855 -3.66614
62 H -4.03204 -1.47657 -5.87096
63 H -4.57678 -1.73864 -7.53330
64 H -2.98050 -2.32479 -7.00096
65 H -5.66989 -3.37286 -5.93268
66 H -4.70006 -4.16352 -7.17384
67 H -3.68782 -5.93178 -3.17243
68 H -2.92248 -4.82732 -1.99035
69 H -2.09756 -5.17482 -3.53701
70 C -1.86722 4.57007 -5.88262
71 C -1.12071 3.25062 -5.94428
72 O -1.64838 2.31064 -5.01926
73 S -3.05420 1.56626 -5.37694
74 C -2.97780 0.32163 -4.11482
75 O -2.93029 0.92343 -6.66880
76 O -4.14653 2.46250 -5.06613
77 H -2.89665 4.45714 -6.23492
78 H -1.37798 5.32189 -6.50820
79 H -1.91667 4.93964 -4.85328
80 H -1.12396 2.84007 -6.95943
81 H -0.07437 3.41964 -5.66766
82 H -2.13031 -0.33600 -4.31453
83 H -3.90977 -0.24682 -4.14588
84 H -2.87353 0.80900 -3.14347
85 C 10.93600 5.69777 -3.76517
86 C 11.49922 4.72255 -2.74843
87 O 12.13830 5.40027 -1.67608
88 S 11.21244 6.10361 -0.53309
89 C 12.50356 6.41352 0.64372
90 O 10.31211 5.11215 0.01821
91 O 10.74035 7.37549 -1.03556
92 H 10.11242 6.27858 -3.33977
93 H 10.55552 5.16678 -4.64222
94 H 11.70300 6.41072 -4.08455
95 H 10.72254 4.04787 -2.37336
96 H 12.25989 4.10130 -3.23355
97 H 12.89803 5.46000 0.99840
98 H 12.07294 6.97467 1.47579
99 H 13.28530 7.00513 0.16330
100 C -5.72454 -11.49299 2.16666
101 C -5.60737 -10.35933 1.16510
102 O -5.78093 -9.09468 1.78816
103 S -4.55372 -8.48244 2.66990
104 C -5.19592 -6.83709 2.83821
105 O -3.36296 -8.43244 1.84705
106 O -4.56100 -9.10893 3.97393
107 H -4.89591 -11.47520 2.88056
108 H -5.71082 -12.46160 1.65918
109 H -6.65052 -11.40575 2.74417
110 H -4.65327 -10.40042 0.62928
111 H -6.40196 -10.46012 0.41786
112 H -5.23607 -6.36843 1.85365
113 H -4.52340 -6.27866 3.49284
114 H -6.18998 -6.88968 3.28654
115 C -10.31202 -2.93076 0.75705
116 C -9.25597 -1.94634 0.29048
117 O -8.78109 -1.14552 1.36326
118 S -7.73834 -1.80490 2.42920
119 C -7.25291 -0.29850 3.23108
120 O -6.59913 -2.33266 1.70727
121 O -8.48531 -2.60379 3.37621
122 H -9.88276 -3.68040 1.42815
123 H -10.75580 -3.45540 -0.09369
124 H -11.10355 -2.41622 1.31140
125 H -8.42677 -2.46023 -0.20696
126 H -9.70168 -1.26663 -0.44386
127 H -6.72544 0.33234 2.51384
128 H -6.59199 -0.55696 4.06117
129 H -8.14510 0.20344 3.61055

Atomic partial charges in e from the Löwdin method, atoms 1 to 99: number 1, C, carries -0.159; number 2, C, carries -0.261; number 3, C, carries -0.215; number 4, C, carries -0.207; number 5, C, carries -0.146; number 6, C, carries -0.037; number 7, C, carries -0.038; number 8, C, carries -0.173; number 9, C, carries -0.243; number 10, C, carries -0.127; number 11, C, carries -0.213; number 12, O, carries -0.048; number 13, C, carries -0.509; number 14, I, carries 0.745; number 15, C, carries -0.159; number 16, C, carries -0.101; number 17, C, carries -0.161; number 18, O, carries -0.019; number 19, H, carries 0.077; number 20, H, carries 0.075; number 21, H, carries 0.081; number 22, H, carries 0.105; number 23, H, carries 0.092; number 24, H, carries 0.116; number 25, H, carries 0.098; number 26, H, carries 0.099; number 27, H, carries 0.122; number 28, H, carries 0.114; number 29, H, carries 0.129; number 30, H, carries 0.128; number 31, H, carries 0.117; number 32, H, carries 0.107; number 33, H, carries 0.105; number 34, H, carries 0.091; number 35, H, carries 0.077; number 36, H, carries 0.056; number 37, H, carries 0.073; number 38, H, carries 0.091; number 39, H, carries 0.094; number 40, C, carries -0.062; number 41, C, carries -0.274; number 42, O, carries -0.299; number 43, S, carries 0.632; number 44, C, carries -0.113; number 45, O, carries -0.290; number 46, O, carries -0.282; number 47, H, carries 0.076; number 48, H, carries 0.088; number 49, H, carries 0.065; number 50, H, carries 0.121; number 51, H, carries 0.109; number 52, H, carries 0.064; number 53, H, carries 0.077; number 54, H, carries 0.064; number 55, C, carries -0.070; number 56, C, carries -0.269; number 57, O, carries -0.260; number 58, S, carries 0.637; number 59, C, carries -0.109; number 60, O, carries -0.282; number 61, O, carries -0.299; number 62, H, carries 0.038; number 63, H, carries 0.091; number 64, H, carries 0.095; number 65, H, carries 0.118; number 66, H, carries 0.125; number 67, H, carries 0.084; number 68, H, carries 0.039; number 69, H, carries 0.084; number 70, C, carries -0.079; number 71, C, carries -0.280; number 72, O, carries -0.266; number 73, S, carries 0.630; number 74, C, carries -0.142; number 75, O, carries -0.291; number 76, O, carries -0.288; number 77, H, carries 0.070; number 78, H, carries 0.080; number 79, H, carries 0.086; number 80, H, carries 0.116; number 81, H, carries 0.123; number 82, H, carries 0.071; number 83, H, carries 0.057; number 84, H, carries 0.080; number 85, C, carries -0.078; number 86, C, carries -0.277; number 87, O, carries -0.264; number 88, S, carries 0.635; number 89, C, carries -0.120; number 90, O, carries -0.303; number 91, O, carries -0.281; number 92, H, carries 0.071; number 93, H, carries 0.081; number 94, H, carries 0.086; number 95, H, carries 0.116; number 96, H, carries 0.124; number 97, H, carries 0.076; number 98, H, carries 0.079; number 99, H, carries 0.076

---

2.
DFT (ωB97M-V with the def2-TZVPD basis set) results for one molecule with the formula C5H11NOS at a distorted geometry.

Properties
Kohn-Sham gap	9.62	eV
structure (SMILES)	CN[C@@H]1C[C@@H](S)[C@@H]1O

CARTESIAN COORDINATES (ANGSTROEM)
1 C 1.38673 2.12788 -0.14762
2 N 1.30285 0.67387 -0.57684
3 C -0.04846 0.19953 -0.44011
4 C -0.67612 0.23981 0.84427
5 C -1.24264 -1.19526 0.70792
6 S -2.90697 -1.16059 0.04777
7 C -0.06883 -1.39093 -0.41580
8 O 1.00671 -1.81044 0.31600
9 H 1.30924 2.05057 1.03782
10 H 0.53859 2.77360 -0.63574
11 H 2.27199 2.51423 -0.65958
12 H 1.72288 0.38521 -1.41384
13 H -0.63751 0.69313 -1.25150
14 H 0.09727 0.07124 1.65999
15 H -1.31039 1.10807 1.21151
16 H -1.35617 -1.72706 1.59722
17 H -2.68535 -2.47945 -0.44480
18 H -0.32793 -2.01881 -1.30110
19 H 1.62410 -1.05459 -0.13555

Population analysis type natural (NBO), resulting atomic charges in e: number 1, C, carries -0.427; number 2, N, carries -0.665; number 3, C, carries -0.093; number 4, C, carries -0.451; number 5, C, carries -0.336; number 6, S, carries -0.058; number 7, C, carries 0.103; number 8, O, carries -0.718; number 9, H, carries 0.225; number 10, H, carries 0.181; number 11, H, carries 0.215; number 12, H, carries 0.373; number 13, H, carries 0.196; number 14, H, carries 0.233; number 15, H, carries 0.223; number 16, H, carries 0.218; number 17, H, carries 0.128; number 18, H, carries 0.172; number 19, H, carries 0.481

---

What DFT total energy values result from the calculations? In sequence: -149389.312; -19733.201 eV.